Record 1
Below is one molecule with the formula C4H5NO, with properties calculated with ωB97M-V with the def2-TZVPD basis set.

CARTESIAN COORDINATES (ANGSTROEM)
N1 1.85 -0.22 -0.24
C1 0.48 -0.04 -0.04
C2 -0.07 1.13 0.40
O1 -1.44 1.01 0.45
C3 -1.73 -0.22 0.00
C4 -0.61 -0.90 -0.35
H1 2.38 0.46 0.29
H2 2.16 -1.14 0.03
H3 0.32 2.08 0.13
H4 -2.78 -0.47 -0.02
H5 -0.57 -1.83 -0.91

The net charge is 0. The HOMO-LUMO gap is 9.210 eV. Its energy above the lowest of the compared OMol25 structures with the same formula, charge and spin is 110.4 kJ/mol.

These are the Löwdin partial charges, in e, on atoms 1 to 5:
1 N 0.081
2 C -0.343
3 C -0.101
4 O -0.012
5 C -0.133

***

Record 2
Below is C25H54Br3INO17P4 as an isolated structure, with properties calculated with ωB97M-V with the def2-TZVPD basis set.

CARTESIAN COORDINATES (ANGSTROEM)
C1 -7.36 4.57 2.90
C2 -6.71 5.30 1.83
C3 -5.42 4.71 1.08
N1 -5.91 3.93 -0.13
C4 -6.64 4.66 -0.95
C5 -7.11 3.68 -2.11
Br1 -6.42 4.02 -3.93
C6 -6.93 2.24 -1.45
C7 -6.93 0.96 -2.38
C8 -8.44 0.89 -3.11
C9 -8.38 0.88 -4.76
O1 -8.73 -0.37 -3.84
C10 -5.68 2.50 -0.49
I1 -6.25 1.33 1.29
C11 -4.30 2.18 -1.20
Br2 -3.07 3.78 -1.21
C12 -3.47 0.97 -0.48
C13 -4.00 -0.46 -0.89
Br3 -1.60 1.07 -1.23
H1 -8.08 3.72 2.67
H2 -7.08 4.85 3.96
H3 -7.17 6.29 1.52
H4 -4.70 5.53 0.77
H5 -4.85 4.04 1.79
H6 -6.92 5.74 -0.90
H7 -8.25 3.80 -2.09
H8 -7.87 2.13 -0.83
H9 -6.19 1.03 -3.24
H10 -6.79 -0.02 -1.84
H11 -9.32 1.47 -2.60
H12 -9.30 0.66 -5.36
H13 -7.33 0.65 -5.09
H14 -4.38 1.87 -2.29
H15 -3.35 1.14 0.63
H16 -4.01 -0.59 -2.01
H17 -3.24 -1.22 -0.50
H18 -4.99 -0.74 -0.44
C14 1.18 -3.86 -5.67
O2 1.79 -2.64 -6.08
P1 1.14 -1.29 -5.52
O3 -0.34 -1.27 -5.51
O4 1.83 -0.16 -6.39
C15 1.57 -0.18 -7.79
O5 1.82 -1.13 -4.09
C16 1.30 -0.13 -3.22
H19 0.35 -4.10 -6.33
H20 1.93 -4.66 -5.74
H21 0.83 -3.80 -4.64
H22 0.51 -0.32 -7.99
H23 2.14 -0.99 -8.26
H24 1.89 0.77 -8.22
H25 0.56 -0.58 -2.56
H26 0.84 0.69 -3.78
H27 2.12 0.27 -2.62
C17 6.82 3.36 -0.64
O6 6.89 2.16 0.14
P2 5.87 1.00 -0.24
O7 4.49 1.45 -0.55
O8 6.00 -0.02 0.98
C18 5.61 0.46 2.26
O9 6.62 0.25 -1.44
C19 5.87 -0.73 -2.16
H28 6.06 4.01 -0.22
H29 7.79 3.86 -0.59
H30 6.59 3.14 -1.68
H31 4.65 0.98 2.20
H32 6.37 1.14 2.65
H33 5.51 -0.39 2.94
H34 5.43 -0.27 -3.04
H35 5.09 -1.18 -1.54
H36 6.55 -1.52 -2.48
C20 0.73 -6.06 2.12
O10 1.38 -4.80 1.97
P3 1.55 -4.26 0.47
O11 1.97 -5.28 -0.51
O12 2.55 -3.03 0.64
C21 3.86 -3.31 1.12
O13 0.15 -3.56 0.17
C22 -0.09 -3.16 -1.17
H37 1.47 -6.86 2.02
H38 0.29 -6.10 3.12
H39 -0.06 -6.19 1.38
H40 4.29 -4.17 0.60
H41 3.83 -3.51 2.19
H42 4.49 -2.44 0.94
H43 -0.63 -3.95 -1.69
H44 0.85 -2.95 -1.70
H45 -0.70 -2.25 -1.16
C23 6.98 -0.33 7.87
O14 5.61 -0.27 8.29
P4 4.51 -0.55 7.16
O15 4.78 0.09 5.85
O16 3.15 -0.11 7.87
C24 3.04 1.27 8.23
O17 4.42 -2.14 7.14
C25 3.67 -2.73 6.08
H46 7.28 0.64 7.47
H47 7.59 -0.56 8.74
H48 7.13 -1.10 7.12
H49 3.35 1.91 7.40
H50 3.64 1.47 9.11
H51 1.99 1.48 8.46
H52 4.34 -2.99 5.26
H53 2.89 -2.06 5.72
H54 3.20 -3.64 6.46

The net charge is +1. The HOMO-LUMO gap is 6.415 eV.

These are the Löwdin partial charges, in e, on atoms 1 to 5:
1 C 0.011
2 C -0.148
3 C -0.154
4 N -0.125
5 C 0.043

***

Record 3
Below is C6H11O14PS2Zr as an isolated structure, with properties calculated with ωB97M-V with the def2-TZVPD basis set.

CARTESIAN COORDINATES (ANGSTROEM)
Zr1 0.40 -2.00 -1.88
P1 1.94 -4.64 -1.79
O1 2.64 -3.27 -1.55
O2 0.43 -4.56 -1.93
O3 1.30 -3.98 -0.51
O4 1.68 -3.91 -3.11
C1 -1.66 2.68 -4.02
C2 -1.09 1.42 -3.50
O5 -0.04 1.37 -2.89
O6 -1.62 0.29 -3.50
H1 -2.64 2.55 -4.48
H2 -1.02 3.30 -4.65
H3 -1.91 3.41 -3.25
C3 5.85 0.46 1.95
C4 5.68 -1.06 1.78
O7 4.58 -1.22 2.64
S1 3.45 0.07 2.61
O8 2.99 0.49 3.92
O9 2.51 -0.13 1.48
O10 4.70 1.08 2.06
H4 6.31 0.83 1.04
H5 6.43 0.53 2.87
H6 6.47 -1.75 2.08
H7 5.46 -1.44 0.78
C5 -5.22 1.19 2.29
C6 -5.18 2.00 0.94
O11 -4.11 1.28 0.29
S2 -4.11 -0.39 0.58
O12 -2.73 -0.83 0.55
O13 -5.05 -1.02 -0.30
O14 -4.78 -0.16 2.04
H8 -6.16 1.12 2.82
H9 -4.44 1.56 2.96
H10 -4.96 2.99 1.33
H11 -6.07 1.73 0.37

The net charge is 0. The HOMO-LUMO gap is 4.521 eV.

These are the Löwdin partial charges, in e, on atoms 1 to 5:
1 Zr 1.944
2 P 0.054
3 O -0.332
4 O -0.286
5 O -0.288

***

Record 4
Below is an isolated ion of composition C4H11NS2 and charge -1, with properties calculated with ωB97M-V with the def2-TZVPD basis set.

CARTESIAN COORDINATES (ANGSTROEM)
S1 3.00 -0.14 -3.14
S2 1.28 0.32 -2.19
C1 1.91 0.79 -0.41
C2 0.94 0.37 0.63
N1 -0.47 0.07 0.12
C3 -1.30 -0.52 1.09
C4 -2.83 -0.42 0.93
H1 2.79 0.35 -4.38
H2 2.01 1.88 -0.43
H3 2.87 0.17 -0.26
H4 0.74 1.14 1.38
H5 1.30 -0.53 1.22
H6 -0.47 -0.61 -0.77
H7 -0.95 -1.60 1.35
H8 -1.01 0.11 1.93
H9 -3.25 0.25 0.24
H10 -3.16 -0.25 2.00
H11 -3.42 -1.37 0.69

The net charge is -1. The HOMO-LUMO gap (alpha / beta) is 2.421 / 7.301 eV. Its energy above the lowest of the compared OMol25 structures with the same formula, charge and spin is 232.6 kJ/mol. The spin multiplicity is 2.

These are the Löwdin partial charges, in e, on atoms 1 to 5:
1 S -0.204
2 S 0.074
3 C -0.483
4 C -0.321
5 N -0.165

***

What did the second record say?
Below is C25H54Br3INO17P4 as an isolated structure, with properties calculated with ωB97M-V with the def2-TZVPD basis set.

CARTESIAN COORDINATES (ANGSTROEM)
C1 -7.36 4.57 2.90
C2 -6.71 5.30 1.83
C3 -5.42 4.71 1.08
N1 -5.91 3.93 -0.13
C4 -6.64 4.66 -0.95
C5 -7.11 3.68 -2.11
Br1 -6.42 4.02 -3.93
C6 -6.93 2.24 -1.45
C7 -6.93 0.96 -2.38
C8 -8.44 0.89 -3.11
C9 -8.38 0.88 -4.76
O1 -8.73 -0.37 -3.84
C10 -5.68 2.50 -0.49
I1 -6.25 1.33 1.29
C11 -4.30 2.18 -1.20
Br2 -3.07 3.78 -1.21
C12 -3.47 0.97 -0.48
C13 -4.00 -0.46 -0.89
Br3 -1.60 1.07 -1.23
H1 -8.08 3.72 2.67
H2 -7.08 4.85 3.96
H3 -7.17 6.29 1.52
H4 -4.70 5.53 0.77
H5 -4.85 4.04 1.79
H6 -6.92 5.74 -0.90
H7 -8.25 3.80 -2.09
H8 -7.87 2.13 -0.83
H9 -6.19 1.03 -3.24
H10 -6.79 -0.02 -1.84
H11 -9.32 1.47 -2.60
H12 -9.30 0.66 -5.36
H13 -7.33 0.65 -5.09
H14 -4.38 1.87 -2.29
H15 -3.35 1.14 0.63
H16 -4.01 -0.59 -2.01
H17 -3.24 -1.22 -0.50
H18 -4.99 -0.74 -0.44
C14 1.18 -3.86 -5.67
O2 1.79 -2.64 -6.08
P1 1.14 -1.29 -5.52
O3 -0.34 -1.27 -5.51
O4 1.83 -0.16 -6.39
C15 1.57 -0.18 -7.79
O5 1.82 -1.13 -4.09
C16 1.30 -0.13 -3.22
H19 0.35 -4.10 -6.33
H20 1.93 -4.66 -5.74
H21 0.83 -3.80 -4.64
H22 0.51 -0.32 -7.99
H23 2.14 -0.99 -8.26
H24 1.89 0.77 -8.22
H25 0.56 -0.58 -2.56
H26 0.84 0.69 -3.78
H27 2.12 0.27 -2.62
C17 6.82 3.36 -0.64
O6 6.89 2.16 0.14
P2 5.87 1.00 -0.24
O7 4.49 1.45 -0.55
O8 6.00 -0.02 0.98
C18 5.61 0.46 2.26
O9 6.62 0.25 -1.44
C19 5.87 -0.73 -2.16
H28 6.06 4.01 -0.22
H29 7.79 3.86 -0.59
H30 6.59 3.14 -1.68
H31 4.65 0.98 2.20
H32 6.37 1.14 2.65
H33 5.51 -0.39 2.94
H34 5.43 -0.27 -3.04
H35 5.09 -1.18 -1.54
H36 6.55 -1.52 -2.48
C20 0.73 -6.06 2.12
O10 1.38 -4.80 1.97
P3 1.55 -4.26 0.47
O11 1.97 -5.28 -0.51
O12 2.55 -3.03 0.64
C21 3.86 -3.31 1.12
O13 0.15 -3.56 0.17
C22 -0.09 -3.16 -1.17
H37 1.47 -6.86 2.02
H38 0.29 -6.10 3.12
H39 -0.06 -6.19 1.38
H40 4.29 -4.17 0.60
H41 3.83 -3.51 2.19
H42 4.49 -2.44 0.94
H43 -0.63 -3.95 -1.69
H44 0.85 -2.95 -1.70
H45 -0.70 -2.25 -1.16
C23 6.98 -0.33 7.87
O14 5.61 -0.27 8.29
P4 4.51 -0.55 7.16
O15 4.78 0.09 5.85
O16 3.15 -0.11 7.87
C24 3.04 1.27 8.23
O17 4.42 -2.14 7.14
C25 3.67 -2.73 6.08
H46 7.28 0.64 7.47
H47 7.59 -0.56 8.74
H48 7.13 -1.10 7.12
H49 3.35 1.91 7.40
H50 3.64 1.47 9.11
H51 1.99 1.48 8.46
H52 4.34 -2.99 5.26
H53 2.89 -2.06 5.72
H54 3.20 -3.64 6.46

The net charge is +1. The HOMO-LUMO gap is 6.415 eV.

These are the Löwdin partial charges, in e, on atoms 1 to 5:
1 C 0.011
2 C -0.148
3 C -0.154
4 N -0.125
5 C 0.043

***

- The lowest net charge belongs to which entry?
  C4H11NS2

***

Copy entry 3 word for word.
Below is C6H11O14PS2Zr as an isolated structure, with properties calculated with ωB97M-V with the def2-TZVPD basis set.

CARTESIAN COORDINATES (ANGSTROEM)
Zr1 0.40 -2.00 -1.88
P1 1.94 -4.64 -1.79
O1 2.64 -3.27 -1.55
O2 0.43 -4.56 -1.93
O3 1.30 -3.98 -0.51
O4 1.68 -3.91 -3.11
C1 -1.66 2.68 -4.02
C2 -1.09 1.42 -3.50
O5 -0.04 1.37 -2.89
O6 -1.62 0.29 -3.50
H1 -2.64 2.55 -4.48
H2 -1.02 3.30 -4.65
H3 -1.91 3.41 -3.25
C3 5.85 0.46 1.95
C4 5.68 -1.06 1.78
O7 4.58 -1.22 2.64
S1 3.45 0.07 2.61
O8 2.99 0.49 3.92
O9 2.51 -0.13 1.48
O10 4.70 1.08 2.06
H4 6.31 0.83 1.04
H5 6.43 0.53 2.87
H6 6.47 -1.75 2.08
H7 5.46 -1.44 0.78
C5 -5.22 1.19 2.29
C6 -5.18 2.00 0.94
O11 -4.11 1.28 0.29
S2 -4.11 -0.39 0.58
O12 -2.73 -0.83 0.55
O13 -5.05 -1.02 -0.30
O14 -4.78 -0.16 2.04
H8 -6.16 1.12 2.82
H9 -4.44 1.56 2.96
H10 -4.96 2.99 1.33
H11 -6.07 1.73 0.37

The net charge is 0. The HOMO-LUMO gap is 4.521 eV.

These are the Löwdin partial charges, in e, on atoms 1 to 5:
1 Zr 1.944
2 P 0.054
3 O -0.332
4 O -0.286
5 O -0.288